A) Here is a cluster of 2 separate species, C2H6ClPS in total from the OMol25 dataset. Energies are from wB97M-V/def2-TZVPD.

Geometry as XYZ:
```
11
C2H6ClPS (wB97M-V/def2-TZVPD)
C -0.9963 -1.5910 1.0285
C 1.7270 0.7619 -0.3935
P -0.9858 0.6600 -1.2189
S 0.2799 2.0115 -0.2709
Cl -2.6611 1.6988 -1.5639
H -0.0076 -1.9526 1.2066
H -1.7425 -2.2422 0.6564
H -1.3017 -0.7350 1.6858
H 2.2175 0.6322 -1.4372
H 1.0704 -0.1152 -0.1506
H 2.4002 0.8716 0.4577
```

orbital gap (spin up / spin down)	8.01 / 7.48	eV
charge	0
HOMO energy (spin up / spin down)	-8.69 / -7.48	eV

***

B) Here is the molecule C2H6ClPS from the OMol25 dataset. Energies are from wB97M-V/def2-TZVPD.

Geometry as XYZ:
```
11
C2H6ClPS (wB97M-V/def2-TZVPD)
C -1.5320 -1.7456 -0.1935
C 1.0232 1.8559 0.1549
P -1.2396 -0.0300 0.6008
S 0.4266 0.2521 -0.4732
Cl 2.4791 -0.8380 0.2128
H -1.2765 -2.5702 0.3855
H -0.7551 -1.6928 -0.9304
H -2.5450 -1.7589 -0.4629
H 0.2766 2.3305 0.6353
H 1.2107 2.6082 -0.6203
H 1.9320 1.5888 0.6910
```

orbital gap (spin up / spin down)	7.00 / 7.00	eV
charge	0
HOMO energy (spin up / spin down)	-8.39 / -8.39	eV

***

Which structure is the most stable? The one labeled B).

***

A) Here is a structure of composition C30H23Cl3N4O4PdS from the OMol25 dataset. Energies are from wB97M-V/def2-TZVPD.

Geometry as XYZ:
```
66
C30H23Cl3N4O4PdS (wB97M-V/def2-TZVPD)
Pd -1.0225 -0.6425 -2.5814
O 2.6636 -2.9754 1.0779
C 3.6481 -2.6068 0.2589
C 4.9762 -2.7116 0.6912
C 6.0241 -2.3585 -0.1414
C 5.7747 -1.8865 -1.4253
C 4.4584 -1.7597 -1.8473
C 3.3861 -2.1067 -1.0369
C 1.9789 -1.8762 -1.5716
O 1.8413 -1.2413 -2.6293
N 1.0652 -2.3916 -0.7522
N -0.2863 -2.2869 -1.0997
C -1.0369 -2.6513 -0.1174
C -2.4778 -2.7782 -0.0183
C -2.9608 -3.0775 1.2628
C -4.3061 -3.1657 1.5657
C -5.2228 -2.9306 0.5255
C -4.8033 -2.6478 -0.7470
C -3.4045 -2.5831 -1.1205
O -3.0496 -2.3802 -2.3022
H 1.7937 -2.8444 0.4667
H 5.1546 -3.0835 1.6936
H 7.0444 -2.4513 0.2169
H 6.5921 -1.6043 -2.0782
H 4.2142 -1.3694 -2.8286
H -0.5258 -2.9128 0.8171
H -2.2283 -3.2273 2.0534
H -4.6420 -3.3905 2.5703
H -6.2892 -2.9744 0.7360
H -5.5171 -2.4699 -1.5447
Cl 4.3841 2.2517 1.1406
C 2.6764 2.4745 0.8841
C 2.0341 1.7823 -0.1233
C 0.6663 1.9462 -0.2903
C -0.0734 2.8143 0.5165
C -1.5547 3.0431 0.3149
C -1.8675 3.6408 -1.0630
N -1.5238 2.8360 -2.2137
C -0.4387 3.0180 -3.0470
C -0.4163 1.9501 -3.8898
N -1.4680 1.0921 -3.6132
C -2.0962 1.6455 -2.5741
O -2.4420 1.9483 0.5112
C -1.9591 0.6751 0.9336
C -1.2086 0.7089 2.2369
C -1.6058 1.3212 3.3834
Cl -3.0764 2.1798 3.6537
S -0.4623 1.1741 4.6614
C 0.5837 0.2500 3.6564
C 0.0682 0.0874 2.4150
C 0.6284 3.5012 1.5076
Cl -0.1740 4.6248 2.5938
C 1.9862 3.3378 1.7137
H 2.5596 1.0979 -0.7753
H 0.1894 1.3253 -1.0552
H -1.8688 3.8081 1.0294
H -1.3399 4.5928 -1.1506
H -2.9418 3.8404 -1.0849
H 0.2185 3.8637 -2.9338
H 0.3021 1.7164 -4.6568
H -2.9991 1.2771 -2.1163
H -1.3498 0.2065 0.1531
H -2.8584 0.0644 1.0322
H 1.5253 -0.1265 4.0235
H 0.5716 -0.4528 1.6235
H 2.4885 3.8691 2.5087
```

orbital gap	4.01	eV
charge	-2
HOMO energy	-0.22	eV

***

B) Here is a structure of composition C30H23Cl3N4O4PdS from the OMol25 dataset. Energies are from wB97M-V/def2-TZVPD.

Geometry as XYZ:
```
66
C30H23Cl3N4O4PdS (wB97M-V/def2-TZVPD)
Pd -0.0066 1.8141 0.0464
O 3.6885 -0.1260 3.8584
C 4.6466 0.3985 3.1002
C 5.9801 0.3427 3.5330
C 7.0015 0.8688 2.7629
C 6.7257 1.4671 1.5382
C 5.4067 1.5374 1.1147
C 4.3596 1.0197 1.8650
C 2.9395 1.1830 1.3355
O 2.7463 1.8693 0.3259
N 2.0736 0.5575 2.1239
N 0.7377 0.4317 1.7099
C -0.0251 0.2553 2.7281
C -1.4561 0.0157 2.7835
C -1.9922 -0.1728 4.0616
C -3.3463 -0.3096 4.3034
C -4.2146 -0.2297 3.1986
C -3.7403 -0.0378 1.9301
C -2.3238 0.0610 1.6260
O -1.9027 0.1803 0.4587
H 2.8101 -0.0108 3.2363
H 6.1814 -0.1291 4.4880
H 8.0240 0.8119 3.1239
H 7.5224 1.8832 0.9330
H 5.1345 2.0082 0.1759
H 0.4435 0.3028 3.7215
H -1.2981 -0.1952 4.8997
H -3.7228 -0.4556 5.3083
H -5.2877 -0.3174 3.3544
H -4.4150 0.0296 1.0829
Cl 5.6206 4.4639 3.5294
C 3.9317 4.8352 3.3498
C 3.1947 4.2177 2.3563
C 1.8441 4.5015 2.2415
C 1.2102 5.4153 3.0879
C -0.2557 5.7628 2.9497
C -0.5917 6.4428 1.6099
N -0.3411 5.6214 0.4541
C 0.7073 5.7310 -0.4390
C 0.6511 4.6155 -1.2245
N -0.4087 3.8326 -0.8359
C -0.9858 4.4631 0.1590
O -1.1951 4.7136 3.1286
C -0.7877 3.3681 3.3811
C 0.0363 3.2033 4.6273
C -0.2402 3.7157 5.8545
Cl -1.6182 4.6457 6.3167
S 0.9616 3.3475 7.0310
C 1.8686 2.4626 5.8662
C 1.2678 2.4722 4.6534
C 1.9978 6.0071 4.0741
Cl 1.3237 7.1553 5.2175
C 3.3444 5.7304 4.2244
H 3.6449 3.4950 1.6914
H 1.2985 3.9369 1.4907
H -0.4975 6.5089 3.7107
H 0.0044 7.3519 1.5070
H -1.6465 6.7248 1.6428
H 1.4170 6.5384 -0.3726
H 1.3422 4.2857 -1.9813
H -1.8352 4.1098 0.7191
H -0.2717 2.9317 2.5192
H -1.7266 2.8193 3.4740
H 2.7969 1.9791 6.1251
H 1.6669 1.9746 3.7774
H 3.9162 6.1976 5.0127
```

orbital gap	3.65	eV
charge	-2
HOMO energy	0.28	eV

***

Which structure is the most stable? The one labeled A).

***

A) Here is a structure of composition C32H27FeN3O6PS from the OMol25 dataset. Energies are from wB97M-V/def2-TZVPD.

Geometry as XYZ:
```
71
C32H27FeN3O6PS (wB97M-V/def2-TZVPD)
Fe 0.0003 0.1864 -0.1465
O -2.5680 -0.9162 -3.7017
C -2.0284 -0.7185 -2.4625
O -0.8452 -0.3919 -2.3550
C -2.9249 -0.9063 -1.3514
C -4.2504 -1.4041 -1.4691
C -4.9963 -1.5386 -0.3156
C -4.4463 -1.2178 0.9181
C -3.1021 -0.7588 0.9505
N -2.3957 -0.5823 -0.1695
C -2.3333 -0.4542 2.1341
O -2.8530 -0.8122 3.3523
O -1.2374 0.0992 2.0942
H -1.8744 -0.7119 -4.3456
H -4.6374 -1.6550 -2.4431
H -6.0172 -1.8957 -0.3650
H -5.0498 -1.2644 1.8120
H -3.7010 -1.2540 3.2188
S 3.0447 0.2329 -0.1429
C 2.6561 1.3050 1.1124
C 3.6475 2.0995 1.7280
C 3.2826 2.9967 2.6966
C 1.9474 3.0588 3.0980
C 1.0460 2.2195 2.4733
N 1.3703 1.3838 1.4991
H 4.6692 1.9948 1.3980
H 4.0189 3.6504 3.1489
H 1.6277 3.7412 3.8747
H 0.0025 2.2094 2.7611
N 0.4699 -1.5690 0.1975
P 1.0414 -2.5085 1.2744
C 1.8268 -1.7845 2.7549
C 3.1720 -1.4337 2.6999
C 3.7090 -0.6194 3.6790
C 2.9145 -0.1653 4.7179
C 1.5777 -0.5237 4.7800
C 1.0259 -1.3096 3.7878
C 2.2906 -3.6528 0.5826
C 2.9282 -4.6264 1.3365
C 3.8132 -5.4933 0.7220
C 4.0554 -5.3859 -0.6380
C 3.4222 -4.4104 -1.3895
C 2.5354 -3.5425 -0.7777
C -0.2008 -3.6906 1.9358
C -0.0473 -4.4074 3.1138
C -0.9913 -5.3515 3.4733
C -2.0856 -5.5875 2.6570
C -2.2570 -4.8528 1.4940
C -1.3160 -3.9046 1.1379
H 3.7816 -1.7770 1.8739
H 4.7431 -0.3114 3.6097
H 3.3335 0.4928 5.4659
H 0.9586 -0.1692 5.5921
H -0.0281 -1.5490 3.7964
H 2.7406 -4.7006 2.3992
H 4.3136 -6.2560 1.3026
H 4.7497 -6.0672 -1.1081
H 3.6238 -4.3326 -2.4489
H 2.0286 -2.7552 -1.3205
H 0.8077 -4.2253 3.7515
H -0.8721 -5.9090 4.3927
H -2.8055 -6.3458 2.9317
H -3.1203 -5.0272 0.8661
H -1.4199 -3.3074 0.2411
C -2.0882 2.8267 0.4600
O -1.0932 3.0201 -0.5229
C -0.2629 1.9732 -0.7333
O 0.5868 2.0450 -1.5971
H -2.3601 3.8137 0.8309
H -1.7037 2.2003 1.2655
H -2.9647 2.3356 0.0260
```

orbital gap (spin up / spin down)	4.65 / 6.40	eV
spin multiplicity	5
charge	-1
HOMO energy (spin up / spin down)	-2.67 / -3.89	eV

***

B) Here is a structure of composition C32H27FeN3O6PS from the OMol25 dataset. Energies are from wB97M-V/def2-TZVPD.

Geometry as XYZ:
```
71
C32H27FeN3O6PS (wB97M-V/def2-TZVPD)
Fe 1.9197 -1.6718 0.2253
O 1.1565 -5.1110 2.6143
C 1.4199 -4.1277 1.7007
O 1.4639 -2.9420 2.0956
C 1.6042 -4.5022 0.3383
C 1.4505 -5.8001 -0.1752
C 1.5762 -5.9979 -1.5437
C 1.7893 -4.9132 -2.3782
C 1.9288 -3.6221 -1.8252
N 1.9192 -3.4453 -0.4640
C 2.0294 -2.4000 -2.5420
O 2.0831 -2.3869 -3.9146
O 2.0360 -1.2877 -1.9622
H 1.0241 -4.6653 3.4644
H 1.2240 -6.6089 0.5012
H 1.4972 -6.9941 -1.9579
H 1.8512 -5.0550 -3.4500
H 2.1306 -3.2950 -4.2325
S 4.5431 -1.8140 0.6161
C 4.1984 -0.2200 0.1286
C 5.1633 0.5944 -0.4940
C 4.8246 1.8646 -0.8830
C 3.5318 2.3279 -0.6278
C 2.6431 1.4776 -0.0019
N 2.9456 0.2393 0.3727
H 6.1426 0.1780 -0.6714
H 5.5444 2.5024 -1.3801
H 3.2228 3.3214 -0.9173
H 1.6370 1.8069 0.2257
N -0.5035 -0.1734 0.5970
P -1.3177 1.2203 0.6361
C -1.0253 2.1981 -0.8452
C -0.1256 1.7090 -1.8030
C 0.2082 2.4835 -2.8903
C -0.3318 3.7577 -3.0388
C -1.2074 4.2552 -2.0811
C -1.5485 3.4919 -0.9853
C -0.7130 2.0646 2.1041
C 0.5230 1.7257 2.6633
C 1.0431 2.4912 3.6849
C 0.3576 3.6095 4.1517
C -0.8716 3.9466 3.5991
C -1.4035 3.1868 2.5788
C -3.1072 1.0534 0.9078
C -3.4644 0.3544 2.0641
C -4.7760 -0.0260 2.2644
C -5.7381 0.2833 1.3139
C -5.3831 0.9727 0.1593
C -4.0700 1.3413 -0.0540
H 0.3021 0.7232 -1.6830
H 0.9021 2.1063 -3.6261
H -0.0615 4.3649 -3.8903
H -1.6118 5.2521 -2.1989
H -2.2211 3.8823 -0.2336
H 1.0367 0.8462 2.2982
H 1.9921 2.2276 4.1297
H 0.7763 4.2148 4.9437
H -1.4128 4.8081 3.9682
H -2.3711 3.4364 2.1602
H -2.6935 0.1208 2.7881
H -5.0554 -0.5809 3.1503
H -6.7643 -0.0206 1.4630
H -6.1370 1.2034 -0.5812
H -3.7781 1.8492 -0.9625
C -2.5443 -1.7617 -1.8286
O -2.0707 -0.7654 -0.9451
C -0.9298 -1.0960 -0.2565
O -0.3938 -2.1766 -0.4343
H -1.9333 -1.8020 -2.7350
H -3.5706 -1.4939 -2.0784
H -2.5061 -2.7367 -1.3366
```

orbital gap (spin up / spin down)	2.62 / 6.65	eV
spin multiplicity	5
charge	-1
HOMO energy (spin up / spin down)	-0.75 / -4.53	eV

***

Which structure is the most stable? The one labeled B).

***

A) Here is a structure of composition C4H6NO from the OMol25 dataset. Energies are from wB97M-V/def2-TZVPD.

Geometry as XYZ:
```
12
C4H6NO (wB97M-V/def2-TZVPD)
C -1.9211 0.5035 0.7135
C -0.7338 1.1325 0.6777
C -1.1233 -0.6874 0.5090
C -0.2404 0.2222 -0.3574
N 1.4295 -0.0239 -0.3462
O -0.5595 0.3281 -1.6452
H -2.9228 0.6226 1.1762
H -0.6632 -1.4377 1.1579
H 1.7367 0.6606 -1.0929
H 1.6275 -1.0271 -0.5504
H 1.7355 0.1627 0.6059
H -0.3063 1.2015 -2.1816
```

orbital gap (spin up / spin down)	9.47 / 9.47	eV
charge	+1
HOMO energy (spin up / spin down)	-13.89 / -13.89	eV

***

B) Here is a structure of composition C4H6NO from the OMol25 dataset. Energies are from wB97M-V/def2-TZVPD.

Geometry as XYZ:
```
12
C4H6NO (wB97M-V/def2-TZVPD)
C -0.3737 0.8185 -0.0954
C -0.1174 0.2904 1.9765
C -0.5043 1.5491 1.2930
C -0.0401 -1.5796 -0.6269
N -0.2366 -0.3908 0.1949
O -0.0440 -0.4595 2.8436
H -0.3228 1.2120 -1.0986
H -0.2132 2.5567 1.5514
H -1.5784 1.5168 1.4623
H 0.5784 -2.1831 -0.0603
H 0.1625 -1.3585 -1.6800
H -1.0224 -2.0318 -0.7083
```

orbital gap	11.27	eV
charge	+1
HOMO energy	-16.12	eV

***

Which structure is the most stable? The one labeled B).